Entry 1:
A structure of composition C11H11BrF5NO10P2W. Source: the Open Molecules 2025 dataset; level of theory: ωB97M-V/def2-TZVPD.

Properties
- DFT total energy: -5055.7875 Eh
- Kohn-Sham gap: 5.82 eV

```
! RIJCOSX wB97M-V def2-TZVPD def2/J DEFGRID3
* xyz 2 1
W -0.3543 1.6515 0.4551
O -0.9420 4.3687 -2.4831
P -0.5268 3.6035 -1.2424
O -1.6675 2.9419 -0.4310
O 0.3609 2.3563 -1.3608
O 0.2623 4.6150 -0.2403
P 0.8049 3.9237 1.1483
O 1.3967 5.0789 1.9458
O 1.6005 2.6768 0.7957
O -0.4455 3.2338 1.7571
H -0.5685 5.2270 -2.7382
H 2.3255 5.1010 2.2204
Br -2.3274 1.1352 1.8417
O 1.4732 0.2229 0.0278
C 1.2685 -0.2417 1.1662
O 0.5242 0.4434 1.9519
C 1.8062 -1.5828 1.5747
N 3.3149 -1.5625 1.3477
C 3.6852 -2.9683 0.8970
C 2.5369 -3.2873 -0.0351
C 1.2990 -2.7581 0.7060
H 1.6243 -1.7452 2.6341
H 3.8320 -1.2554 2.1729
H 3.5278 -0.9067 0.5889
H 3.6794 -3.5830 1.7961
H 4.6825 -2.9461 0.4676
H 2.4762 -4.3526 -0.2429
H 2.6702 -2.7670 -0.9851
H 0.8755 -3.5123 1.3655
H 0.5208 -2.4330 0.0197
F -5.6589 -1.9153 -2.2901
C -4.5198 -1.4121 -1.8647
C -3.9613 -0.3145 -2.5045
F -4.5657 0.2272 -3.5461
C -2.7634 0.2155 -2.0621
F -2.2476 1.2568 -2.7197
C -2.1163 -0.3567 -0.9782
O -0.9412 0.1571 -0.4987
C -2.6666 -1.4614 -0.3555
F -2.0318 -2.0401 0.6679
C -3.8666 -1.9886 -0.7885
F -4.3765 -3.0457 -0.1813
*
```


Entry 2:
The ion C11H11N2O2 with charge +1. Source: the Open Molecules 2025 dataset; level of theory: ωB97M-V/def2-TZVPD.

Properties
- SMILES string: C=C(c1ccccc1)c1c(=O)o[nH][n+]1C
- DFT total energy: -685.3194 Eh
- Kohn-Sham gap (spin up / spin down): 7.42 / 7.42 eV

```
! RIJCOSX wB97M-V def2-TZVPD def2/J DEFGRID3
* xyz 1 1
C 0.2300 3.1844 1.2581
C 0.3368 2.0090 1.9259
C -0.1752 3.2397 -0.0864
C -0.0696 0.7964 1.3991
C -0.6847 2.0216 -0.6881
C -0.5275 0.8010 0.0702
C -0.2681 -1.8008 -0.4869
C -0.7083 -3.1318 -0.1632
C -2.4985 -0.6819 -0.8686
C -1.2536 -0.4426 -0.4415
C 1.9253 -0.6685 -0.8639
N 1.5479 -2.9949 -0.2547
N 1.0230 -1.7813 -0.6617
O -1.7454 -3.6757 -0.3308
O 0.5165 -3.8457 -0.0037
H 0.3845 4.1055 1.8286
H 0.5124 2.1321 3.0050
H -0.2533 4.1209 -0.6657
H -0.1644 0.0086 2.0736
H -0.9932 2.1755 -1.7405
H -2.7592 -1.6029 -1.3899
H -3.3302 -0.0140 -0.7239
H 2.8975 -0.9300 -0.9737
H 2.0184 0.0316 -0.1026
H 1.7390 -0.0087 -1.6228
H 2.3000 -3.0475 0.5083
*
```


- DFT total energy of number 1 (C11H11BrF5NO10P2W)?
  -5055.7875 Eh